A 2-piece molecular cluster, C5H5NO overall at a distorted geometry. Source: the Open Molecules 2025 dataset; level of theory: ωB97M-V/def2-TZVPD.

Last column: Mulliken charge in e.
Positions of all 12 atoms, in Å:
N  0.74798  -1.59749  -2.36624  -0.49
C  -1.06696  -0.92842  1.03135  0.09
H  -0.23676  -1.48611  -0.33863  0.08
O  -1.69895  -1.09760  1.98092  -0.31
H  1.37344  -0.12066  0.93041  0.21
C  -0.60354  0.74255  0.41133  -0.07
H  -1.42721  1.36827  0.73066  0.41
C  0.28045  -1.27890  -1.34932  0.38
C  0.15250  0.71399  -0.72034  -0.27
H  0.17009  1.18209  -1.69159  0.43
C  0.89753  0.79198  0.54907  -0.69
H  1.41142  1.71029  0.83238  0.24

Output
Highest occupied orbital energy, eV: -8.960
LUMO level, eV: -0.7